14
Properties=species:S:1:pos:R:3:forces:R:3:nbo_charge:R:1 method="wB97M-V/def2-TZVPD" homo_ev=-9.461 e_above_lowest_kcal_mol=31.6 total_energy_ha=-270.50748 charge=0 orbital_gap_ev=10.451 lumo_ev=0.99
O 1.3512 -2.2875 -0.5872 0.60 0.28 -0.19 -0.542
C -0.4913 -0.1459 0.1627 -0.20 0.23 0.08 -0.205
C 1.1355 -1.1084 -0.4503 0.08 -0.61 -0.06 0.578
C 0.8659 -0.4289 0.8781 0.08 -0.14 0.07 -0.497
C -0.9644 1.2776 0.3994 -0.09 0.08 0.04 -0.599
C 0.1275 -0.3161 -1.2591 0.02 -0.13 -0.12 -0.497
H -1.8047 1.5776 -0.2323 -0.03 -0.16 0.13 0.216
H 1.3505 0.5055 1.1817 0.14 -0.26 -0.41 0.224
H -0.1105 1.9067 0.1118 -0.26 0.05 0.10 0.203
H 0.8739 -1.1504 1.6976 -0.03 0.18 -0.04 0.229
H -0.3952 -0.9548 -1.9734 0.01 0.17 0.06 0.229
H -1.1096 -1.0380 0.3290 -0.54 0.77 0.23 0.222
H -1.1827 1.5039 1.4466 -0.12 -0.16 -0.10 0.216
H 0.3539 0.6588 -1.7047 0.35 -0.30 0.21 0.223

90
Properties=species:S:1:pos:R:3:forces:R:3:mulliken_charge:R:1 method="wB97M-V/def2-TZVPD" homo_ev=-1.868 total_energy_ha=-2269.76665 charge=-1 orbital_gap_ev=3.509 lumo_ev=1.64
S -0.2369 -0.5024 -0.5642 -0.27 0.29 1.00 -0.426
O -2.8618 -4.6595 4.7826 -0.06 -0.18 0.18 -0.591
O 1.8551 2.8121 -0.3757 0.04 1.29 0.41 -0.302
O 5.7797 4.7969 0.0926 0.28 0.01 0.05 -0.538
O 9.5125 9.1544 -2.2220 0.03 -0.07 -0.12 -0.541
O -6.1961 -1.6492 -4.0288 0.09 -0.01 -0.10 -0.548
O -7.0300 -6.9069 10.5924 0.05 -0.12 0.01 -0.598
O -3.5897 -5.4601 -0.8012 -0.12 0.03 -0.10 -0.672
N 0.2034 2.5622 1.3816 0.24 2.62 0.90 -0.701
N -3.4418 -6.3088 3.3246 -0.07 0.08 -0.11 0.178
N 0.7882 1.2454 1.3468 -0.87 -1.13 -0.28 0.005
N -3.9716 -3.3115 -1.4520 0.22 -0.09 0.03 0.191
N 7.4013 5.3533 -1.4040 -0.11 0.25 -0.08 0.157
N -5.4089 -6.4034 9.0749 -0.15 0.26 0.01 0.126
N -7.1771 -2.7330 -5.7712 -0.23 0.05 0.07 0.109
N 8.8076 10.3860 -4.0013 -0.01 0.19 0.14 0.114
C -3.2031 -5.0272 3.6740 -0.01 0.04 -0.13 0.044
C -3.2859 -7.3444 4.3267 0.09 0.31 0.08 -0.834
C -3.1901 -4.3347 -1.0738 0.07 0.19 -0.11 0.076
C 0.7209 3.3875 0.2822 -1.34 -1.45 0.03 -0.384
C 3.0732 3.2176 0.2195 1.45 -0.60 -0.78 -0.601
C -5.4031 -3.5231 -1.5521 0.09 -0.21 0.20 -1.020
C -8.3989 -3.1171 -6.4477 0.33 -0.05 -0.05 -0.925
C 6.3080 5.5988 -0.6468 -0.03 0.05 -0.01 0.091
C -3.8486 -6.6817 1.9803 0.01 -0.14 0.44 -0.497
C -3.4278 -1.9991 -1.7650 -0.20 -0.08 -0.15 -0.573
C -4.8202 -5.4227 8.1797 0.09 -0.33 0.06 -0.850
C 4.3285 1.1879 1.2393 0.64 0.52 -1.01 -1.107
C 0.1409 0.4757 0.6900 1.30 -0.86 -1.49 0.132
C 8.8950 9.2579 -4.9121 0.08 -0.08 0.27 -0.825
C 7.9802 6.3622 -2.2692 0.09 -0.45 0.11 -0.956
C 9.1392 10.2041 -2.7046 -0.02 0.10 0.02 0.093
C 4.1009 2.0613 -0.0582 -0.70 -0.13 1.16 0.294
C -6.4936 -6.1283 9.8266 0.04 0.03 -0.04 0.128
C -5.9003 -3.1478 -6.3265 0.06 0.15 0.24 -0.905
C 8.0100 4.0372 -1.3457 -0.26 0.01 0.17 -0.951
C 8.3684 11.6700 -4.5095 0.04 -0.30 -0.13 -0.929
C -4.8117 -7.7226 9.1645 -0.22 0.02 0.16 -0.953
C -7.1859 -1.9993 -4.6373 -0.08 0.01 -0.03 0.104
H 4.4398 0.1355 0.9242 0.00 0.32 0.46 0.285
H 3.4995 1.2901 1.9568 0.28 -0.12 -0.39 0.312
H -5.7918 -3.8343 -0.5795 -0.08 -0.06 -0.07 0.280
H 9.0111 6.5488 -1.9667 -0.01 0.20 -0.16 0.398
H 5.9228 6.6265 -0.7638 0.05 0.04 -0.06 0.279
H -4.4994 -7.9114 10.1930 0.02 -0.12 -0.05 0.310
H -3.9607 -7.1470 5.1629 0.07 -0.12 0.06 0.135
H -3.7859 -5.2407 8.4765 0.01 0.12 -0.18 0.307
H 8.8744 3.9932 -2.0057 -0.03 0.10 0.00 0.377
H -5.6014 -4.3167 -2.2758 -0.14 0.02 0.05 0.274
H 7.9628 6.0016 -3.3021 0.07 0.14 -0.05 0.336
H 8.2419 8.4568 -4.5624 0.06 -0.06 -0.11 0.182
H -5.2993 -2.2660 -6.5537 0.09 -0.09 -0.02 0.300
H -8.4599 -4.2069 -6.4946 -0.15 0.02 -0.08 0.339
H 8.3536 12.4135 -3.7143 0.02 -0.07 0.02 0.295
H 3.5112 4.1287 -0.2454 -0.70 -0.23 0.07 0.201
H 5.2802 1.5401 1.6867 -0.53 -0.37 0.15 0.299
H -2.3461 -1.9895 -1.6464 -0.09 -0.03 0.13 0.001
H -0.0889 3.4533 -0.4979 0.76 0.20 -0.07 0.236
H -9.2690 -2.7354 -5.9161 0.07 0.02 0.03 0.292
H 7.4200 7.2929 -2.2075 0.01 -0.04 0.09 0.229
H -3.1116 -7.3677 1.5591 -0.10 0.04 -0.18 0.336
H -3.3481 -4.3176 2.8434 0.00 -0.04 -0.04 0.344
H -2.1224 -4.0690 -1.0284 -0.02 0.04 0.00 0.368
H 9.0382 11.1206 -2.0994 -0.02 0.04 -0.04 0.279
H -3.8651 -1.2600 -1.0928 0.14 0.11 -0.07 0.364
H -3.5117 -8.3187 3.8984 -0.02 0.07 -0.07 0.394
H 0.9174 4.4201 0.6531 0.08 -0.39 -0.15 0.329
H -3.6780 -1.7468 -2.7972 -0.02 0.12 0.05 0.287
H 8.5977 9.5595 -5.9141 -0.01 0.07 0.06 0.377
H -2.2604 -7.3376 4.7014 -0.06 -0.09 0.10 0.294
H 2.9934 3.4315 1.3032 -0.23 -0.32 -0.40 0.433
H 9.9204 8.8848 -4.9310 -0.06 -0.09 -0.07 0.301
H 3.6576 1.3956 -0.8205 0.17 0.56 0.13 0.368
H 7.3624 11.5710 -4.9231 0.01 0.17 -0.04 0.337
H 8.3204 3.8251 -0.3210 0.02 -0.13 -0.05 0.304
H -5.5501 -8.4759 8.8835 0.10 -0.08 0.05 0.297
H -6.8680 -5.1009 9.6839 0.04 0.02 -0.04 0.261
H -5.3641 -3.7520 -5.5929 0.09 0.01 -0.09 0.256
H -3.9241 -5.8096 1.3398 0.06 -0.05 0.01 -0.133
H -3.9506 -7.7907 8.5030 -0.04 0.10 -0.01 0.353
H -5.8975 -2.6096 -1.8685 0.14 0.01 -0.04 0.398
H -5.3710 -4.4848 8.2173 -0.03 -0.06 0.04 0.302
H -6.0553 -3.7279 -7.2338 -0.09 0.02 0.04 0.374
H -4.8226 -7.1765 2.0261 0.02 -0.03 -0.15 0.328
H 5.0559 2.4848 -0.4217 -0.46 -0.33 0.19 -0.350
H -8.3946 -2.7110 -7.4619 -0.15 -0.08 -0.02 0.336
H 9.0515 12.0018 -5.2947 -0.10 0.14 -0.01 0.332
H 7.2795 3.2847 -1.6482 0.10 -0.08 0.05 0.260
H -8.2025 -1.7366 -4.2989 -0.04 -0.03 -0.04 0.290
H -4.8413 -5.8075 7.1588 0.12 0.19 -0.05 0.302

10
Properties=species:S:1:pos:R:3:forces:R:3:nbo_charge:R:1 method="wB97M-V/def2-TZVPD" homo_ev=-9.459 e_above_lowest_kcal_mol=37.8 total_energy_ha=-1133.72571 charge=0 orbital_gap_ev=9.647 smiles="O=c1onc(S)n1S" lumo_ev=0.19
S 2.6067 -0.1202 -0.0518 -0.54 1.19 0.34 0.092
S -0.1756 1.8851 -0.0190 -0.20 0.76 -0.07 0.188
O -0.8757 -1.8270 -0.0312 0.71 -0.76 -0.04 -0.315
O -2.4320 -0.1820 -0.0096 1.09 -0.10 -0.35 -0.604
N -0.1276 0.1907 -0.0883 -1.01 0.84 -0.13 -0.585
N 0.5570 -1.8867 0.0279 0.13 0.82 -0.10 -0.162
C -1.2819 -0.5677 -0.0719 -1.37 0.38 0.60 0.842
C 0.9255 -0.6329 -0.0110 0.61 -1.40 0.02 0.200
H -1.5348 1.9106 -0.0075 0.34 -0.17 0.04 0.190
H 2.3385 1.2302 0.2625 0.24 -1.54 -0.30 0.155

65
Properties=species:S:1:pos:R:3:forces:R:3:nbo_charge:R:1 method="wB97M-V/def2-TZVPD" homo_ev="-11.762 / -11.710" total_energy_ha=-1860.89673 spin_multiplicity=2 charge=+1 orbital_gap_ev="9.554 / 2.962" lumo_ev="-2.21 / -8.75"
Cl -1.4683 -1.0602 1.6740 2.79 0.33 1.47 2.508
O -2.7740 -1.3750 2.0777 -2.10 -0.51 0.81 -0.555
O -6.9167 -1.2017 4.8918 -1.42 0.30 2.82 -0.709
O -0.6662 -0.4689 2.6997 -0.89 -0.49 -1.24 -0.727
O -1.6389 -0.2207 0.5294 0.05 0.87 -0.94 -0.608
O -7.3567 -0.2059 2.3538 -0.62 -1.10 0.38 -0.747
O 1.8764 -2.6309 2.3688 0.35 1.04 0.13 -0.728
O -0.8720 -2.2783 1.1758 0.08 -0.17 -0.13 -0.634
O -2.9199 1.7061 -1.6230 -2.57 -0.64 -0.23 -0.716
O -2.3036 5.0286 -3.4077 0.88 -1.13 0.21 -0.717
O 1.9513 -3.9263 -0.2621 2.54 -0.51 1.43 -0.741
N 3.0497 0.6737 -0.4255 1.30 0.57 -1.29 -0.214
C 5.0663 2.1246 -0.1482 1.06 -0.84 0.31 -0.443
C 2.3218 -3.9351 2.2065 -0.40 -2.20 -0.67 -0.095
C 0.2857 0.5884 -3.2635 0.47 -1.50 -0.78 -0.400
C -0.3632 -0.8184 -3.0129 -0.28 1.11 0.40 -0.619
C 5.3417 0.6970 0.4587 -0.90 0.03 -0.13 -0.428
C -6.3318 -1.8675 3.8643 1.04 1.37 -0.99 -0.078
C 4.3267 -0.2286 -0.2579 -0.74 1.13 1.32 -0.208
C 3.6360 2.0792 -0.7258 0.29 -0.01 0.33 -0.235
C 2.2783 0.8212 0.9439 0.60 -0.20 -2.87 -0.396
C 2.9692 -4.2254 0.8411 -1.37 2.09 0.43 -0.098
C 2.1412 0.0910 -1.6112 -0.59 0.49 2.75 -0.174
C -6.1375 -0.7889 2.8211 0.78 0.70 -1.92 -0.076
C 1.0750 1.1019 -2.0853 0.69 0.02 0.54 -0.431
C -3.1162 3.9384 -2.9418 -0.75 -0.11 0.64 -0.079
C -2.4109 2.9589 -1.9516 3.57 1.10 0.31 -0.078
H 3.5607 -5.1406 0.8642 -0.93 -0.62 -0.68 0.199
H 5.7622 2.3692 -0.9507 -0.05 -0.51 -0.29 0.233
H -2.3967 1.2536 -0.9575 0.10 0.45 -0.07 0.475
H -5.4921 -1.1519 2.0212 -0.31 -0.39 -0.67 0.146
H 0.3535 1.2918 -1.2907 0.07 -0.13 0.40 0.197
H 3.7618 2.3060 -1.7845 -0.62 -0.62 -0.10 0.237
H 2.0474 -0.1991 1.2501 0.19 0.27 0.58 0.246
H -3.8849 4.4899 -2.4006 -0.60 -0.81 0.27 0.173
H -2.0455 3.5221 -1.0929 -1.22 0.53 0.80 0.158
H 3.7528 -3.4676 0.8422 -0.09 0.40 -1.00 0.166
H 1.4854 -4.6242 2.3233 -0.38 -0.18 0.00 0.159
H 3.9793 -1.0188 0.4078 0.26 -0.35 -0.37 0.233
H 5.1374 0.6717 1.5291 -0.34 0.28 0.04 0.218
H -7.7218 -0.7641 4.6055 -0.12 -0.02 -0.18 0.481
H -5.5531 0.0533 3.1915 0.18 -0.24 0.91 0.163
H 2.9184 1.4667 1.5453 -0.26 -0.56 0.39 0.235
H 2.9460 2.8130 -0.3091 0.11 -0.05 -0.01 0.227
H 4.6989 -0.5948 -1.2146 -0.41 0.14 -0.03 0.229
H 6.3480 0.2784 0.4437 0.09 0.37 -0.70 0.254
H 1.6369 -0.6683 -1.0135 -0.07 -0.50 -0.50 0.216
H -5.3140 -2.0590 4.2043 0.10 -0.58 -0.06 0.175
H 1.3875 1.3593 0.6198 -0.09 -0.03 0.51 0.221
H 5.3411 2.9189 0.5458 -0.81 -0.08 0.41 0.247
H -7.2523 0.4857 1.6962 0.47 -0.11 0.10 0.483
H 2.9871 -4.2664 3.0038 0.33 0.60 0.07 0.196
H -0.8922 -1.1209 -3.9166 -0.07 -0.12 0.24 0.236
H -3.5676 3.4038 -3.7777 0.06 -0.19 -0.02 0.175
H 2.7690 -0.4165 -2.3436 0.08 0.56 -0.07 0.236
H -0.4664 1.3018 -3.6004 -0.11 -0.07 0.33 0.237
H -1.3901 2.6609 -2.1908 0.45 0.75 -1.86 0.145
H 0.9549 0.4865 -4.1178 0.17 0.02 -0.13 0.206
H -1.0553 -0.7101 -2.1778 -0.57 0.08 -0.19 0.197
H 1.5692 2.0608 -2.2413 -0.17 0.06 -0.53 0.220
H 1.0799 -4.1933 0.0396 0.02 -0.37 0.23 0.467
H 0.9968 -2.5462 1.9937 0.04 -0.12 0.01 0.479
H 0.2516 -1.6426 -2.6510 0.68 0.20 -0.52 0.209
H -6.8265 -2.7975 3.5844 -0.11 0.08 -0.40 0.176
H -2.9105 5.6110 -3.8703 0.06 0.10 -0.03 0.477

M per entry: 84.12, 583.78, 150.18, 427.92 g mol⁻¹